Record 1
Here is a cluster of 24 separate species, C96H120N24 in total from OMol25. Energies are from ωB97M-V/def2-TZVPD.

Results
- HOMO level: -8.0 eV
- Energy: -5044.0732 Ha
- ΔE to the lowest compared entry with this formula, charge and spin: 0.0 kcal/mol
- Lowest unoccupied orbital energy: 0.58 eV
- Charge: 0

Element x y z (Å)
N 2.72622 -2.71998 -2.53601
N -0.93095 2.56215 4.87643
N -4.14997 3.67754 3.96245
N 2.48173 3.89485 -3.42329
N -4.48545 -1.99705 3.04909
N -4.27098 0.31079 -4.19034
N 4.38394 2.71252 -0.71235
N -1.47330 -1.77344 4.59842
N 0.88464 6.78571 -0.02393
N 0.33020 -4.53887 -5.44243
N 9.24555 -0.95410 -2.92038
N -6.79234 4.09614 1.65106
N 0.44783 -1.22202 -0.22380
N -6.17900 -2.51185 -1.70475
N 2.61338 6.54272 3.56179
N -3.54559 -5.66754 0.93695
N 2.33348 -7.38657 2.86579
N -5.45595 0.70703 4.38353
N 5.17369 -3.39662 2.63526
N 3.13638 0.50221 -2.95064
N 5.03294 -5.33738 -2.95522
N -3.54624 3.56317 -1.78985
N 1.90413 -3.19367 4.20974
N 0.55416 4.58676 -5.80837
C 6.45825 -4.31693 1.08157
C -2.58160 5.27803 4.07039
C -1.35727 -2.42201 3.41410
C -7.25433 1.99081 1.41916
C 1.80892 -3.70487 -2.42996
C -5.85683 1.77811 6.27514
C 4.24730 1.23191 0.93031
C 8.27505 -0.59182 -2.05466
C -6.53537 -2.31396 -3.86566
C 0.53998 0.94382 5.42453
C 3.24480 5.35986 3.40103
C -4.33236 0.62047 5.20052
C 1.30867 6.45704 3.56967
C 6.11953 -2.96028 0.70407
C -2.62837 4.71399 2.71011
C 7.12632 -1.11084 -2.53306
C -2.28333 0.07003 -3.21470
C -3.56115 4.63934 4.73604
C 0.29447 0.83647 0.51484
C -5.78077 -2.34721 2.90617
C 3.42434 -2.67736 -1.38128
C -1.90433 -2.60496 5.57948
C -7.50936 -1.56590 -3.15039
C 1.01027 5.11890 3.42956
C 3.49573 -2.32202 5.45600
C -0.96486 3.54409 -4.56331
C 1.11217 -7.57345 3.38124
C -2.80769 4.02229 -0.71860
C 1.04990 -5.91448 1.81474
C 1.92500 -4.34300 -1.20766
C 2.04492 8.24440 -1.08781
C -2.93431 0.24430 -4.41724
C -0.88779 -0.96968 0.00161
C 1.17347 -0.12373 0.07945
C 0.04397 5.55706 -4.95644
C 6.34788 -5.33140 -3.24091
C 1.80487 0.32934 -3.28663
C 8.74895 -1.69907 -3.91264
C -0.94188 4.94802 -4.22395
C -4.15752 -4.47475 0.63827
C 3.22256 -1.42737 4.38128
C 3.03619 -3.69463 -0.54538
C 6.49963 -5.45403 -4.59570
C 2.34416 -6.38218 1.94464
C -2.46915 -5.83624 0.14198
C 2.09008 7.33788 -0.08642
C -7.60560 3.12613 2.10077
C -2.20684 -3.79822 4.96799
C -4.52377 0.15281 -2.88329
C 5.89011 -4.50227 2.30652
C 4.05680 5.43758 -3.01453
C 2.22539 4.41838 3.35672
C -4.08679 -1.27431 1.98877
C -1.69371 -4.74336 -4.53329
C 4.52587 4.49880 -4.03992
C 4.27252 -5.58271 -4.09774
C -0.16571 -3.27373 -5.34158
C 0.27168 -6.69395 2.76604
C -6.29245 2.34527 0.42056
C -3.09236 5.40056 -0.66573
C -0.60036 -5.41746 -4.94923
C -5.14597 -1.00863 1.16125
C -3.45010 -3.81628 -0.32459
C -0.26013 1.96728 5.92779
C 5.15754 -5.65802 -5.12842
C 7.44574 -1.86304 -3.72586
C 5.28357 1.75087 -1.04972
C -4.54516 1.24815 6.43356
C -6.22411 -1.77215 1.73427
C -3.34172 0.04181 -2.23425
C 2.74455 5.08679 -2.79161
C 1.80740 -0.17599 -4.54878
C -7.25117 -1.70831 -1.79785
C -1.37916 -3.33619 -4.72752
C 2.23998 -2.00493 3.63011
C -6.37758 1.44184 5.03708
C 0.35790 0.97672 3.99535
C -2.36487 -4.69885 -0.64143
C 5.31187 -2.46602 1.68147
C -5.72190 -2.91680 -2.91560
C 3.21520 -0.25951 -4.99630
C -5.98137 3.65111 0.66068
C 3.98077 0.17752 -3.93483
C 3.49462 3.58753 -4.21677
C -1.92155 -3.65189 3.56611
C -3.53385 3.75228 2.75095
C -4.09433 5.63895 -1.64415
C -1.02860 0.31714 0.45093
C -0.59395 1.92441 3.72886
C 5.25542 0.82219 -0.04392
C -4.28704 4.50963 -2.34676
C 0.71983 8.18978 -1.67024
C 0.03819 7.20941 -1.01173
C 3.72741 2.36974 0.43814
C 2.67401 -3.42503 5.26524
C -0.00770 3.38835 -5.53007
H -1.56309 -4.51016 -1.36005
H -5.00645 0.46561 -4.84508
H -3.83803 -2.33345 3.73334
H 6.47489 -2.56037 -0.22897
H 2.06204 5.55791 -2.12433
H -5.68690 -2.72075 -0.85689
H -4.82213 -3.50226 -2.97566
H -2.02404 -4.46755 2.86876
H -5.51032 0.45770 3.42274
H 3.52357 0.82988 -2.08846
H 9.44575 -2.08592 -4.62564
H -3.73318 -2.86680 -0.79070
H -5.53804 0.03350 -2.56292
H 1.23739 -3.86441 3.84436
H 4.21564 -2.09223 6.19121
H -4.64661 6.56208 -1.75689
H -6.41198 2.37784 6.96022
H 1.04928 -3.87913 -3.17836
H 8.54968 -0.02577 -1.17413
H -2.49397 0.47181 -5.38063
H 0.75517 7.35007 3.63805
H -7.73575 -1.41500 -0.88118
H -2.16659 3.26575 -0.24360
H 4.72793 -1.57344 1.64964
H 2.81429 8.96182 -1.34071
H -0.39687 2.35627 6.91366
H 0.32634 6.60126 -5.09185
H 1.05004 0.43908 -2.54304
H -2.55039 -5.18196 -4.03970
H 7.06586 -5.00738 -2.47459
H 6.18949 -1.07038 -1.99544
H 1.20037 0.31350 5.94147
H 1.55724 3.63806 -3.72608
H 2.25269 3.34530 3.26545
H 0.33445 2.46989 -5.96942
H 0.55266 1.83580 0.90869
H -5.19951 4.30778 0.31628
H -1.85592 -6.73156 0.11724
H 1.22129 -4.77440 -5.80082
H 5.48806 4.42956 -4.51717
H 4.57974 6.29538 -2.59082
H -7.21339 -1.86605 1.29509
H 3.08965 7.39230 3.69313
H -3.93877 1.31311 7.29340
H -1.85421 -2.25352 6.60452
H -0.25361 -6.43803 -4.90813
H -3.18765 -0.04625 -1.18480
H 3.60226 -4.00571 0.33161
H -7.30042 1.70540 4.55907
H 4.20313 -2.00310 -1.29948
H -0.97044 -1.83482 2.59498
H 4.68365 -4.92535 -2.08873
H -1.04436 2.24293 2.79092
H 0.67387 -5.04444 1.29308
H -2.74561 6.14739 -0.00847
H -6.53293 -2.53215 -4.93421
H 4.87596 -5.81816 -6.16272
H 4.03816 0.74181 1.86875
H -0.95050 -0.91110 4.78395
H 4.18582 3.52492 -1.29089
H 7.43016 -5.41628 -5.14261
H -2.02705 -2.54216 -4.39152
H 3.79049 -0.48547 4.29573
H -0.75767 -6.57623 2.98971
H -8.34406 -1.04797 -3.60534
H -1.60558 -1.73366 -0.21110
H -5.16876 -0.40059 0.28448
H 4.70871 -3.24139 3.54995
H -3.85875 3.14221 1.92498
H 2.43158 -4.28367 5.86117
H 3.24150 -5.79606 -4.04476
H -6.81484 5.01055 2.03954
H 0.41921 8.91073 -2.44520
H -0.95855 6.86459 -1.11424
H 2.79018 7.12100 0.71822
H 7.07180 -5.01568 0.55099
H -7.63228 0.98902 1.51491
H -8.32681 3.33311 2.85674
H -3.45271 0.24205 4.76542
H 1.36683 -5.21011 -0.90854
H 1.43553 4.61464 -6.26039
H 3.15651 -7.86473 3.16846
H 10.21184 -0.71604 -2.82642
H 0.92986 -0.43507 -5.11914
H -4.94356 4.24254 -3.16672
H 2.24628 -0.17672 0.18331
H -2.02118 5.01370 1.85600
H -1.89779 0.89122 0.64553
H 5.88494 -5.36477 2.92564
H -3.86513 4.86584 5.72305
H 5.02599 0.32491 -3.73502
H 3.03487 3.11134 0.74795
H -3.91605 -6.34708 1.56946
H 6.73247 -2.43793 -4.27058
H 5.89825 -0.03563 0.12521
H 3.28339 -5.99910 1.58201
H 5.91449 1.79429 -1.93610
H 0.80337 -2.06665 -0.62884
H 3.48856 2.68759 -4.79955
H -1.62057 3.29546 4.92439
H -1.94294 6.07144 4.49057
H 0.96054 -8.27053 4.16647
H 4.30690 5.38247 3.53642
H -1.57537 2.81006 -4.08356
H -5.11246 -4.22249 1.06818
H 0.08902 4.57628 3.40798
H -5.81182 1.62437 -0.21788
H -4.84623 3.02915 4.30428
H -2.67855 -4.71298 5.33867
H 0.83682 0.38337 3.24316
H 1.79711 -1.72285 2.68380
H 2.67025 -1.95040 -3.20627
H 0.69963 6.02078 0.61367
H 3.58906 -0.64437 -5.92927
H -1.23412 -0.05784 -3.07358
H -3.06818 -0.92431 1.85543
H -3.55875 2.57273 -1.97598
H -1.58776 5.37225 -3.47625
H -6.29309 -2.95044 3.61971
H 0.43378 -2.47038 -5.74746

=====

Record 2
Here is a cluster of 7 separate species, C23H57ClF3O6PS in total from OMol25. Energies are from ωB97M-V/def2-TZVPD.

Results
- HOMO level: -9.0 eV
- Energy: -2861.1845 Ha
- SMILES: C[PH](S)(Cl)CCC(F)=C(F)F.CC(C)O.CC(C)O.CC(C)O.CC(C)O.CC(C)O.CC(C)O
- Lowest unoccupied orbital energy: 0.40 eV
- Charge: 0

Element x y z (Å)
Cl 1.57306 1.68414 -1.13013
S 2.81889 1.47646 3.00474
P 2.13547 1.51868 0.93372
F -2.92705 -0.31386 0.46767
F -2.31667 2.00031 3.16538
F -4.36869 1.46888 1.21084
O -4.35522 5.62957 2.32320
O 4.31561 4.93945 0.84016
O -0.21637 -3.41851 1.38569
O 3.22308 -2.89720 -3.10777
O -0.22727 -4.84770 4.53275
O 1.05073 0.68114 -4.59753
C -5.71904 5.58570 1.90847
C -2.01962 1.31321 1.98054
C 0.83832 -5.67951 4.07233
C -0.27928 0.70825 -5.10860
C -2.45567 -3.53192 0.51252
C 1.80301 -2.87587 -5.05139
C 0.39557 -7.13392 4.10765
C 1.86280 -2.95313 -3.53383
C -0.73495 2.15133 -5.25881
C -1.03568 -4.06707 0.41419
C 0.44499 2.22732 1.51054
C 1.22416 -4.23403 -3.01855
C -6.35928 4.30087 2.40950
C 3.21180 6.38585 -0.73597
C 5.71676 6.25576 -0.60835
C -1.19620 -0.06726 -4.17502
C -3.10769 0.85808 1.22736
C -0.56893 0.99019 1.45501
C 2.06768 -5.45307 4.93796
C -5.79072 5.68496 0.39264
C 4.41095 5.48833 -0.47388
C -0.99307 -5.56971 0.63914
C 2.29159 -0.35289 0.72736
H -5.25300 4.85569 -0.07815
H 6.56868 5.60169 -0.40666
H -0.55109 0.52926 0.41035
H -0.85076 -1.09907 -4.06756
H -0.25968 0.22529 -6.08935
H -0.62179 -3.83096 -0.56984
H 2.36695 -4.40228 4.91178
H 1.04495 1.10499 -3.73027
H 1.05619 -5.38689 3.04170
H 3.00833 0.15272 3.34812
H 2.28062 5.82419 -0.62510
H -3.10607 -3.99776 -0.23223
H -6.22213 6.44629 2.35708
H -5.31725 6.60695 0.04573
H -2.22292 -0.07952 -4.54947
H 1.74970 -5.11404 -3.40308
H -7.41218 4.24554 2.12156
H 5.76537 7.07292 0.11842
H 2.27475 -1.95666 -5.40684
H 2.34814 -3.70910 -5.50720
H 1.18495 -7.79599 3.74364
H -1.59947 -6.09741 -0.10121
H -1.19518 0.37352 -3.17277
H 2.12689 -0.94865 1.67918
H 1.35195 -2.08829 -3.10206
H 0.76983 -2.89916 -5.40751
H -1.74786 2.20562 -5.66591
H 1.85821 -5.69694 5.98447
H -0.11738 0.18832 2.14281
H 3.24730 6.80842 -1.74294
H 3.17445 7.20757 -0.01358
H -0.57498 -3.62143 2.26170
H 3.27318 -0.65346 0.21860
H -2.87510 -3.71672 1.50663
H 2.90745 -6.06430 4.59892
H -5.84103 3.42485 2.00776
H -6.29070 4.23711 3.49833
H 0.12833 -7.43564 5.12546
H 0.17367 -4.29851 -3.31431
H -0.06140 2.69908 -5.92259
H 5.82719 6.67452 -1.61155
H -0.71830 2.66765 -4.29371
H -3.90139 4.87231 1.93206
H 0.03450 -5.93839 0.57681
H 0.60316 2.57213 2.58018
H 1.28421 -4.28096 -1.92787
H 0.11903 3.12806 0.90622
H -6.82644 5.67126 0.04431
H -1.36119 -5.82513 1.63799
H 4.40322 4.65067 -1.17636
H -2.46868 -2.45203 0.36045
H 3.19845 2.44820 0.67644
H -0.42861 -5.09776 5.44311
H -0.49479 -7.27922 3.49064
H 3.68366 -3.65755 -3.48410
H 1.47131 -0.69494 0.00220
H 4.32173 5.67113 1.47003

=====

| no. | orbital gap (eV) |
| --- | --- |
| 1 | 8.6 |
| 2 | 9.4 |